Record 1
# C16H29N3O5S

The molecule C16H29N3O5S in a non-equilibrium geometry (wB97M-V/def2-TZVPD, OMol25).

XYZ file:
```
54
Properties=species:S:1:pos:R:3:forces:R:3
C -4.599 -2.562 -0.537 0.1 0.0 -0.1
H -5.625 -2.771 -0.241 -0.1 -0.1 0.1
H -3.985 -2.520 0.357 0.0 -0.2 0.0
H -4.252 -3.376 -1.169 0.0 -0.1 0.0
C -4.520 -1.236 -1.286 -0.1 -0.3 0.0
C -4.881 -0.060 -0.400 0.8 0.1 0.3
H -5.036 0.853 -0.966 -0.1 0.1 0.0
H -5.754 -0.258 0.218 -0.1 0.1 0.2
S -3.528 0.338 0.750 -0.5 0.2 -0.5
O -3.252 -0.787 1.598 0.2 -0.2 -0.1
O -3.870 1.580 1.390 0.0 0.1 -0.2
N -2.250 0.525 -0.321 -0.8 -0.2 0.7
C -2.033 1.878 -0.787 -0.1 0.7 -0.2
C -1.251 2.723 0.220 0.1 -0.1 -0.2
H -1.020 3.689 -0.232 0.0 0.0 0.0
H -1.885 2.882 1.093 0.1 0.1 0.0
C 0.046 2.041 0.678 -0.1 0.1 0.0
C 1.090 2.010 -0.433 0.0 0.2 0.5
O 0.796 2.003 -1.615 -0.3 -0.1 -0.4
N 2.394 2.005 -0.053 0.3 0.0 -0.1
C 2.925 1.896 1.290 0.1 0.1 0.3
H 3.275 2.878 1.635 0.0 -0.1 0.1
C 4.100 0.894 1.286 -0.1 -0.1 0.2
N 3.892 -0.095 0.255 0.0 0.0 -0.1
C 3.335 -1.286 0.591 0.2 0.0 -0.2
O 3.122 -1.626 1.731 -0.2 -0.3 0.4
O 3.106 -2.058 -0.491 0.1 0.3 0.0
C 2.564 -3.353 -0.231 -0.3 -0.4 0.2
C 1.054 -3.311 -0.047 0.4 0.2 -0.1
H 0.676 -4.323 0.070 -0.1 -0.1 0.0
H 0.580 -2.851 -0.910 -0.1 0.0 -0.1
H 0.804 -2.739 0.843 0.0 0.0 0.1
H 3.042 -3.762 0.665 0.0 0.0 -0.2
H 2.839 -3.947 -1.104 0.0 0.1 0.1
C 3.924 0.426 -1.097 0.0 0.0 -0.3
H 3.284 -0.196 -1.722 0.1 0.1 0.0
C 3.411 1.877 -1.077 0.0 0.0 -0.2
H 4.220 2.579 -0.857 0.0 0.0 0.0
H 2.962 2.135 -2.037 0.2 0.0 0.1
H 4.946 0.387 -1.491 -0.1 0.0 -0.1
H 4.161 0.378 2.245 0.1 0.2 -0.1
H 5.050 1.398 1.090 -0.1 0.0 0.0
H 2.160 1.537 1.974 0.0 0.0 0.0
H 0.441 2.617 1.519 0.0 -0.1 -0.1
C -0.267 0.604 1.132 0.0 0.0 -0.2
C -1.022 -0.150 0.039 0.3 -0.5 0.4
H -1.294 -1.145 0.389 0.2 0.0 -0.1
H -0.412 -0.231 -0.866 -0.1 -0.1 0.0
H 0.643 0.057 1.385 0.0 0.0 0.1
H -0.907 0.642 2.017 0.1 0.0 0.1
H -3.011 2.328 -0.958 0.1 0.1 -0.1
H -1.485 1.822 -1.731 -0.2 0.0 0.1
H -5.196 -1.261 -2.145 0.1 0.1 0.0
H -3.506 -1.080 -1.658 -0.1 0.0 -0.2
```
Forces are in eV/Å.

- Highest occupied orbital energy: -9.24 eV
- SMILES: CCCS(=O)(=O)N1CCC(C(=O)N2CCN(C(=O)OCC)CC2)CC1
- Largest force on an atom: 0.022 hartree/bohr
- Relative energy (zero: lowest compared OMol25 entry of this formula, charge and spin): 2.9 kcal per mole

The computed natural (NBO) charges, all in e, follow: -0.618, 0.200, 0.234, 0.208, -0.417, -0.640, 0.237, 0.242, 2.307, -0.957, -0.956, -0.696, -0.236, -0.405, 0.218, 0.234, -0.320, 0.706, -0.656, -0.443, -0.223, 0.195, -0.234, -0.449, 0.896, -0.667, -0.524, -0.068, -0.637, 0.219, 0.208, 0.223, 0.201, 0.188, -0.220, 0.234, -0.245, 0.191, 0.259, 0.193, 0.254, 0.194, 0.219, 0.223, -0.410, -0.236, 0.237, 0.212, 0.218, 0.225, 0.211, 0.238, 0.211, 0.223



Record 2
# C16H29NO

The molecule C16H29NO (wB97M-V/def2-TZVPD, OMol25).

XYZ file:
```
47
Properties=species:S:1:pos:R:3:forces:R:3
C 0.232 2.760 -4.769 -0.1 -0.1 0.2
C 0.040 1.358 -4.200 0.2 0.1 -0.3
C 0.532 0.288 -5.171 -0.3 -0.1 0.2
C 0.219 -1.147 -4.745 0.3 0.1 -0.1
C 0.917 -1.589 -3.451 -0.4 0.0 0.0
C 0.028 -1.471 -2.214 0.4 -0.1 0.1
C 0.777 -1.875 -0.945 -0.4 0.0 0.1
C -0.077 -1.748 0.321 0.1 -0.3 -0.1
N -0.291 -0.366 0.668 -0.1 0.2 -0.3
C -0.144 0.228 1.876 0.0 0.2 0.0
C -0.160 1.581 1.982 0.0 0.0 -0.3
C 0.001 2.289 3.222 0.1 -0.1 0.3
O -0.030 3.506 3.306 0.0 0.0 0.0
C 0.269 1.423 4.444 -0.1 0.1 0.0
C -0.431 0.066 4.375 0.1 -0.1 0.1
C -1.949 0.259 4.380 0.2 0.0 0.0
H -2.264 0.855 3.527 -0.1 0.0 -0.1
H -2.259 0.773 5.286 -0.1 0.1 0.1
H -2.459 -0.702 4.340 -0.1 -0.1 0.0
C -0.031 -0.789 5.580 0.0 0.1 -0.3
H -0.337 -0.304 6.504 0.0 0.0 0.1
H 1.047 -0.934 5.613 0.1 0.0 0.0
H -0.508 -1.766 5.533 -0.1 -0.1 0.0
C 0.005 -0.646 3.085 -0.1 0.1 0.2
H -0.590 -1.553 2.961 0.1 -0.1 0.0
H 1.056 -0.941 3.179 0.0 -0.1 0.0
H -0.035 1.975 5.335 0.0 0.0 0.0
H 1.352 1.276 4.500 0.1 0.0 0.0
H -0.293 2.190 1.098 0.0 0.1 -0.1
H -0.410 0.261 -0.114 0.0 0.0 0.1
H -1.042 -2.249 0.157 0.1 -0.1 0.1
H 0.433 -2.250 1.144 -0.1 0.0 0.0
H 1.103 -2.912 -1.041 0.0 0.0 0.0
H 1.670 -1.255 -0.831 0.1 0.0 0.0
H -0.334 -0.446 -2.125 -0.1 0.1 0.0
H -0.844 -2.118 -2.336 -0.1 0.0 0.0
H 1.822 -0.995 -3.306 0.1 0.0 0.0
H 1.229 -2.632 -3.545 0.1 0.0 0.0
H -0.861 -1.263 -4.631 -0.1 -0.1 0.0
H 0.531 -1.806 -5.558 -0.1 0.0 0.0
H 1.611 0.395 -5.304 0.1 0.0 -0.1
H 0.065 0.463 -6.144 0.1 0.1 -0.1
H 0.589 1.283 -3.260 -0.1 -0.1 0.1
H -1.021 1.197 -3.991 0.0 -0.1 0.1
H -0.112 3.511 -4.061 0.0 0.1 0.0
H 1.283 2.944 -4.981 0.1 0.1 0.0
H -0.329 2.877 -5.693 0.0 0.1 -0.1
```
Forces are in eV/Å.

- Highest occupied orbital energy: -8.03 eV
- SMILES: CCCCCCCCNC1=CC(=O)CC(C)(C)C1
- Largest force on an atom: 0.009 hartree/bohr
- Relative energy (zero: lowest compared OMol25 entry of this formula, charge and spin): 4.6 kcal per mole

The computed natural (NBO) charges, all in e, follow: -0.599, -0.397, -0.387, -0.391, -0.397, -0.394, -0.400, -0.206, -0.583, 0.322, -0.461, 0.546, -0.586, -0.503, -0.026, -0.617, 0.222, 0.214, 0.204, -0.598, 0.214, 0.205, 0.205, -0.461, 0.219, 0.227, 0.230, 0.222, 0.212, 0.389, 0.184, 0.206, 0.207, 0.204, 0.188, 0.199, 0.196, 0.203, 0.194, 0.207, 0.193, 0.200, 0.189, 0.193, 0.210, 0.202, 0.201



Record 3
# C16H29NP2PtS3

A structure of composition C16H29NP2PtS3 in a non-equilibrium geometry (wB97M-V/def2-TZVPD, OMol25).

XYZ file:
```
52
Properties=species:S:1:pos:R:3:forces:R:3
Pt -0.745 0.439 0.468 0.0 0.9 -0.8
C 3.589 0.947 -0.030 -0.5 -0.2 -0.7
P 1.795 1.086 0.463 -0.5 -0.3 1.4
C 1.990 0.262 2.101 0.2 0.1 0.0
C 1.843 2.874 0.944 -0.1 -0.1 -0.3
C 0.552 3.330 1.607 0.0 -0.1 -0.1
P -0.903 2.760 0.642 0.0 0.1 0.3
C -2.231 3.648 1.514 -0.1 -0.2 -0.1
C -0.807 3.743 -0.902 0.0 -0.3 0.1
H 4.222 1.371 0.748 -0.1 0.0 0.1
H 3.766 1.479 -0.966 0.1 0.0 0.0
H 3.861 -0.101 -0.171 0.0 0.0 0.0
H 2.790 0.719 2.690 0.0 0.0 0.0
H 2.226 -0.792 1.940 0.0 0.0 0.0
H 1.046 0.310 2.637 0.0 0.0 0.1
H 2.012 3.442 0.023 0.1 0.0 0.0
H 2.708 3.034 1.592 0.0 0.0 0.0
H 0.528 4.415 1.733 0.0 0.0 0.0
H 0.444 2.871 2.593 -0.1 0.0 0.0
H -1.983 4.710 1.547 0.1 0.0 0.0
H -2.326 3.256 2.525 0.0 0.0 0.0
H -3.180 3.507 1.000 0.0 0.0 0.0
H -0.670 4.803 -0.683 0.0 0.0 0.0
H -1.751 3.600 -1.428 0.0 0.0 -0.1
H 0.004 3.390 -1.539 0.0 0.0 0.0
S -4.622 1.105 2.995 0.1 -0.1 -0.3
C -3.246 0.769 2.097 -1.0 0.2 1.1
S -3.331 0.683 0.386 1.3 -0.2 -0.6
S -1.748 0.507 2.894 0.6 0.0 -0.4
C 0.744 -3.281 -3.322 0.1 -0.3 -0.2
N 0.802 -1.959 -2.658 0.0 0.0 0.0
C -0.457 -1.206 -2.918 -0.4 0.4 0.3
C 1.155 -2.116 -1.170 -0.2 -0.1 0.4
C 0.005 -2.574 -0.327 -0.1 0.3 -0.1
C -0.192 -3.958 -0.249 0.0 -0.1 0.0
C -1.278 -4.486 0.415 0.1 -0.2 0.0
C -2.163 -3.610 1.025 0.0 0.1 0.0
C -1.933 -2.246 0.997 0.0 -0.1 0.1
C -0.840 -1.650 0.340 0.0 -0.1 -0.2
H 0.414 -3.170 -4.353 0.0 0.1 0.0
H 0.037 -3.900 -2.776 0.0 0.1 0.0
H 1.726 -3.752 -3.307 0.0 0.1 0.1
H 1.562 -1.421 -3.069 0.0 0.0 0.0
H -1.306 -1.874 -2.789 0.1 -0.1 0.1
H -0.442 -0.815 -3.934 0.1 -0.1 0.0
H -0.571 -0.394 -2.191 0.2 -0.1 0.0
H 1.477 -1.143 -0.828 0.1 0.3 -0.2
H 1.990 -2.817 -1.147 0.0 0.0 -0.1
H 0.531 -4.627 -0.710 0.0 0.0 0.0
H -1.423 -5.558 0.475 0.0 0.0 0.0
H -3.036 -3.985 1.545 0.0 0.0 0.0
H -2.634 -1.624 1.533 0.0 0.0 -0.1
```
Forces are in eV/Å.

- Highest occupied orbital energy (alpha / beta): -5.58 / -5.58 eV
- Largest force on an atom: 0.030 hartree/bohr
- Relative energy (zero: lowest compared OMol25 entry of this formula, charge and spin): 38.8 kcal per mole

The computed natural (NBO) charges, all in e, follow: 0.365, -0.920, 0.845, -0.949, -0.705, -0.757, 1.070, -0.971, -0.976, 0.232, 0.226, 0.226, 0.211, 0.235, 0.267, 0.223, 0.229, 0.229, 0.254, 0.221, 0.278, 0.268, 0.225, 0.253, 0.229, -0.189, -0.585, -0.116, -0.274, -0.423, -0.340, -0.440, -0.227, -0.188, -0.229, -0.244, -0.216, -0.144, -0.304, 0.222, 0.251, 0.219, 0.417, 0.239, 0.213, 0.269, 0.241, 0.207, 0.188, 0.210, 0.215, 0.219



Record 4
# C16H30B2CrF8N2O12

A structure of composition C16H30B2CrF8N2O12 in a non-equilibrium geometry (wB97M-V/def2-TZVPD, OMol25).

XYZ file:
```
71
Properties=species:S:1:pos:R:3:forces:R:3
Cr -1.636 1.590 -0.759 1.1 -1.4 -0.5
B -1.441 2.376 -3.789 1.9 4.0 -4.8
F -1.550 1.471 -2.804 -1.1 -1.8 3.2
F -1.430 1.768 -5.031 0.1 -1.5 -0.3
F -2.407 3.323 -3.853 -2.0 0.5 1.3
F -0.242 3.120 -3.695 0.4 -0.7 1.1
B 0.755 0.662 0.071 2.9 -0.2 0.3
F 1.050 -0.650 -0.071 -0.2 -1.3 -0.4
F 0.470 1.295 -1.140 -0.9 0.8 -1.3
F -0.406 0.836 0.801 -1.6 0.5 1.2
F 1.834 1.280 0.652 0.1 0.6 0.4
C -1.773 0.624 3.508 0.9 0.1 -0.6
O -3.152 0.734 3.221 -2.2 0.7 -2.2
C -3.579 1.132 1.979 0.0 -0.3 1.7
O -2.826 1.341 1.015 -1.8 0.0 1.2
O -4.913 1.316 1.938 1.4 -0.3 -1.3
C -5.819 0.891 2.956 0.3 -0.1 2.2
H -1.318 -0.120 2.856 0.0 -0.1 0.2
H -1.689 0.343 4.556 0.0 0.1 -0.2
H -1.294 1.578 3.289 0.1 0.0 0.3
H -5.728 -0.152 3.262 0.3 -0.2 -0.7
H -6.867 1.100 2.752 0.4 0.2 -1.0
H -5.597 1.421 3.883 0.1 0.3 -0.1
C -0.518 -1.121 -3.921 -0.6 0.2 0.0
O -0.963 -2.116 -2.977 -0.5 0.4 2.1
C -1.440 -1.796 -1.757 0.3 0.0 -0.8
O -1.636 -0.685 -1.258 0.0 -0.8 -0.6
O -1.693 -2.944 -1.137 -0.6 0.3 0.5
C -2.527 -2.939 0.059 0.7 -0.1 0.1
H -0.115 -1.741 -4.719 0.2 0.4 0.0
H 0.193 -0.419 -3.487 0.2 -0.3 0.0
H -1.378 -0.558 -4.281 0.1 -0.1 -0.1
H -2.542 -3.981 0.372 -0.3 0.0 -0.2
H -3.525 -2.542 -0.121 0.1 -0.1 -0.3
H -2.091 -2.392 0.896 0.3 0.3 -0.3
C 3.043 -1.103 -2.447 -0.5 -0.7 0.6
O 2.775 -0.278 -3.574 0.0 0.9 0.1
C 3.775 0.520 -3.983 0.7 1.0 -1.6
O 4.921 0.549 -3.581 -2.0 -0.2 -0.3
O 3.383 1.310 -5.065 1.3 -0.4 1.5
C 2.031 1.535 -5.426 -1.2 -1.6 0.3
H 3.615 -1.958 -2.803 0.3 0.1 0.5
H 2.089 -1.430 -2.031 -0.2 -0.2 -0.7
H 3.442 -0.609 -1.561 0.8 0.4 -0.6
H 1.373 1.593 -4.560 0.2 0.7 0.0
H 1.638 0.653 -5.940 0.2 -0.1 -0.3
H 1.909 2.364 -6.119 0.5 0.2 0.4
C 0.303 -2.484 2.328 0.9 1.3 -0.2
O -0.705 -2.872 3.259 -0.1 -1.4 -2.2
C -0.724 -2.348 4.449 1.8 1.1 -0.1
O 0.085 -1.553 4.851 0.2 0.4 0.7
O -1.754 -2.817 5.063 -1.8 -1.1 1.5
C -1.909 -2.594 6.463 -0.1 0.3 0.8
H 0.495 -3.193 1.524 -0.7 -0.5 0.4
H 1.271 -2.274 2.784 -0.2 -0.3 0.5
H 0.043 -1.541 1.849 -0.3 -0.1 0.0
H -1.129 -3.013 7.099 0.4 -0.1 -0.6
H -2.817 -3.104 6.781 -0.1 0.2 -0.4
H -1.968 -1.534 6.706 -0.1 0.0 -0.2
C 4.348 -0.818 1.893 -0.4 -0.1 0.8
C 5.311 -1.010 0.838 2.3 -0.3 -2.3
N 6.036 -1.220 -0.058 -1.7 0.5 2.2
H 3.427 -1.246 1.497 -0.3 0.3 0.4
H 4.216 0.201 2.255 -0.1 0.2 -0.8
H 4.629 -1.304 2.828 0.1 -0.6 -0.3
C 2.665 4.298 -1.120 0.4 -0.2 0.2
C 1.960 5.147 -2.070 -0.7 0.8 -0.7
N 1.405 5.852 -2.800 0.6 -0.7 0.8
H 3.318 4.908 -0.495 0.0 0.1 -0.1
H 3.295 3.580 -1.645 -0.1 0.0 -0.1
H 2.003 3.746 -0.454 -0.2 0.0 -0.2
```
Forces are in eV/Å.

- Highest occupied orbital energy (alpha / beta): -9.97 / -9.97 eV
- Spin multiplicity: 5
- Largest force on an atom: 0.126 hartree/bohr

The computed Löwdin charges, all in e, follow: 1.241, -1.398, 0.131, 0.145, 0.176, 0.101, -1.392, 0.194, 0.134, 0.103, 0.182, -0.003, 0.002, -0.437, 0.028, 0.034, -0.026, 0.081, 0.104, 0.116, 0.101, 0.103, 0.098, 0.011, 0.022, -0.514, 0.050, 0.024, 0.004, 0.112, 0.085, 0.094, 0.103, 0.101, 0.072, -0.033, -0.030, -0.529, 0.126, -0.022, -0.056, 0.109, 0.073, 0.087, 0.069, 0.089, 0.104, -0.028, 0.022, -0.705, 0.124, 0.032, -0.023, 0.108, 0.098, 0.064, 0.102, 0.096, 0.094, -0.078, -0.276, 0.140, 0.068, 0.087, 0.083, -0.065, -0.279, 0.135, 0.082, 0.086, 0.063